No. 1
DFT (the ωB97M-V functional and the def2-TZVPD basis) results for C15H38Li2N2O3 as an isolated structure.

```
60
Properties=species:S:1:pos:R:3:forces:R:3
Li 13.805618 -13.747652 11.991980 -0.352 0.124 0.391
Li 12.617571 -13.984443 14.213358 0.304 0.081 -0.709
O 14.050908 -12.863260 13.714307 -0.278 -0.174 -0.216
H 14.338070 -11.948938 13.786242 -0.096 -0.253 0.072
O 12.285575 -14.848781 12.577164 0.372 -0.078 0.124
H 12.064819 -15.742106 12.297908 0.027 0.198 0.150
C 16.333635 -16.816857 10.354090 0.224 0.194 0.011
C 15.248531 -15.811281 10.748510 -0.195 -0.354 -0.394
N 15.701258 -14.463992 11.097634 -0.290 -0.107 0.371
C 16.113112 -13.712320 9.929085 0.155 0.350 -0.365
C 16.367190 -12.232297 10.216259 -0.214 -0.175 0.029
C 16.722493 -14.469548 12.147336 0.292 -0.156 -0.224
C 16.275084 -15.248616 13.367274 -0.073 -0.274 0.246
H 16.936889 -16.450592 9.520045 -0.063 -0.020 -0.019
H 15.885873 -17.761074 10.046902 -0.054 -0.018 0.031
H 17.023681 -17.018040 11.176579 -0.104 -0.058 -0.013
H 14.555020 -15.706654 9.905883 0.041 0.070 0.053
H 14.635707 -16.216152 11.557713 0.164 0.064 0.087
H 17.007667 -14.147800 9.450497 -0.029 0.007 0.069
H 15.300197 -13.784036 9.202084 0.033 -0.020 -0.015
H 15.524638 -11.812271 10.769377 0.042 -0.014 0.011
H 17.276447 -12.073012 10.791881 0.052 0.038 -0.027
H 16.454679 -11.686673 9.275978 0.081 -0.011 -0.009
H 16.949446 -13.441101 12.409589 -0.156 0.079 0.084
H 17.660659 -14.906751 11.754341 -0.066 0.142 0.049
H 15.191387 -15.211609 13.466212 -0.005 0.064 0.077
H 16.684516 -14.829622 14.283879 0.094 0.045 -0.014
H 16.583737 -16.296370 13.307625 -0.081 0.045 0.021
C 11.084860 -11.803897 15.276245 0.150 -0.277 -0.343
C 10.642310 -13.063941 15.999089 -0.107 -0.103 0.348
N 11.652043 -14.134363 16.034787 0.031 0.429 -0.353
C 11.052561 -15.422017 16.367045 -0.250 -0.161 -0.036
C 10.077600 -15.940944 15.315031 0.316 -0.140 -0.127
C 12.715482 -13.775786 16.973022 0.078 -0.096 0.560
C 13.901490 -14.737039 16.972713 -0.189 0.038 0.086
H 12.016598 -11.395325 15.661576 -0.123 0.165 0.126
H 10.285637 -11.067370 15.331067 0.073 0.149 0.067
H 11.270161 -12.017326 14.218504 -0.062 0.039 0.051
H 10.333946 -12.833053 17.035185 0.012 0.036 -0.090
H 9.761208 -13.447333 15.491910 -0.038 -0.046 -0.024
H 11.862096 -16.144180 16.432746 0.039 -0.048 0.158
H 10.555970 -15.365807 17.351997 0.099 -0.045 -0.002
H 9.860697 -16.992909 15.512636 -0.078 0.070 0.080
H 9.136874 -15.398701 15.289848 -0.083 0.017 0.006
H 10.547801 -15.889171 14.328871 -0.080 0.112 0.015
H 12.301580 -13.713287 18.001152 0.027 -0.040 -0.168
H 13.063648 -12.773559 16.731916 0.058 -0.058 -0.148
H 14.726857 -14.284918 17.521862 0.056 0.027 -0.089
H 14.234405 -14.961175 15.957874 0.072 0.084 0.008
H 13.663045 -15.671812 17.479886 0.000 -0.036 -0.051
C 12.338444 -11.801311 8.334536 0.045 0.129 -0.475
C 12.309412 -12.869221 9.387644 -0.409 -0.232 -0.038
O 13.060177 -12.827526 10.330981 0.587 0.263 0.215
C 11.315373 -13.993449 9.257774 0.007 0.227 0.245
H 12.140646 -12.215485 7.342026 0.006 -0.008 0.098
H 13.303524 -11.299216 8.332042 0.011 -0.002 0.076
H 11.566614 -11.050029 8.516351 -0.050 -0.087 0.143
H 10.300703 -13.586403 9.283052 0.023 0.010 -0.158
H 11.442806 -14.639874 10.124042 0.014 -0.136 -0.067
H 11.457806 -14.511715 8.309166 -0.057 -0.071 0.016
```
Forces are in eV/Å.

Values from the calculation:
- calculated total energy (a.u.) = -944.75256
- multiplicity = 1
- relative energy (zero: lowest compared OMol25 entry of this formula, charge and spin) (kcal/mol) = 0.0
- gap between HOMO and LUMO (eV) = 8.69

No. 2
DFT (the ωB97M-V functional and the def2-TZVPD basis) results for a 5-piece molecular cluster, C29H26F32N2O6S2 overall at a distorted geometry.

```
97
Properties=species:S:1:pos:R:3:forces:R:3
C 2.023904 -2.254140 2.884698 -0.642 -1.120 -0.414
C 0.481971 -1.781480 2.597299 2.026 -0.683 0.776
O -0.130029 -1.678498 3.931218 -0.568 -1.111 -1.593
C -0.163196 -2.931598 1.681144 1.655 0.401 0.177
O -1.258774 -2.503079 0.823611 -1.200 1.226 2.246
C -2.136606 -1.588752 1.473571 -1.443 4.207 -0.638
C -2.180146 -0.139213 0.867035 -1.326 -2.357 2.639
C -3.152635 0.945422 1.484308 -0.664 0.514 0.380
N -3.294319 2.315622 1.028697 -1.825 -3.540 3.298
S -4.524369 2.970281 2.046868 1.134 -2.306 0.036
N -4.993494 1.731730 3.142384 4.442 -2.052 -3.913
C -4.122253 0.637924 2.702377 0.764 -0.983 -0.503
C -4.030733 -0.839052 3.293089 1.762 0.103 -2.185
C -3.075744 -1.916100 2.691442 -2.341 3.642 0.144
S -3.106861 -3.603863 3.434877 -0.250 0.725 -0.452
H 2.754255 -1.878463 2.080404 -1.069 -0.514 1.322
H 1.988352 -3.414558 2.819264 0.368 1.788 0.126
H 2.359966 -2.020914 3.957559 -0.595 0.050 -1.807
H 0.540476 -0.750106 2.109455 -0.629 -1.462 0.672
H -0.571845 -2.553656 4.087169 0.559 1.216 0.001
H 0.678428 -3.288009 0.967837 -1.597 0.572 1.046
H -0.432887 -3.815790 2.359288 0.088 1.127 -0.925
H -1.505645 0.097160 -0.038729 -1.310 -0.375 1.748
H -4.741956 -1.061988 4.176668 1.520 0.105 -1.672
H -4.433097 -3.900087 3.792747 1.117 1.011 -0.537
C -4.381929 -8.175065 5.702053 0.307 0.487 0.657
C -5.626811 -9.032724 5.395367 -0.211 0.925 -0.086
C -5.368709 -10.325399 4.622999 -0.312 -0.832 -0.246
F -4.853197 -10.097207 3.399122 -0.065 0.090 0.140
F -6.531930 -10.997213 4.425226 -0.035 0.220 0.281
F -6.549086 -8.265290 4.765054 0.175 -0.272 -0.101
F -6.180743 -9.370396 6.598182 0.332 -0.323 -0.141
O -4.136907 -7.066083 4.828759 0.059 -0.872 -1.237
C -3.401800 -7.327247 3.649127 0.305 -0.158 1.805
C -4.204877 -7.030842 2.378480 -0.516 0.157 -0.692
F -5.317234 -7.796248 2.307609 0.201 0.092 0.278
F -3.473255 -7.302330 1.270949 0.247 0.029 0.389
F -2.920204 -8.584488 3.684107 0.049 0.269 -0.498
F -2.320511 -6.513061 3.700499 -0.289 -0.036 -0.379
H -4.567288 -7.709771 6.673887 -0.204 0.010 -0.204
H -3.483884 -8.780800 5.854853 -0.210 -0.069 -0.283
H -4.691298 -10.986731 5.169860 0.039 0.126 0.125
H -4.512522 -5.983292 2.344520 0.175 0.013 0.147
C 4.588642 -2.698525 -3.236465 0.322 0.250 -0.880
C 4.515896 -4.043741 -2.492420 0.894 0.269 -0.033
C 3.244189 -4.266959 -1.680091 -0.544 -0.630 0.426
F 3.110284 -3.351076 -0.696182 -0.039 -0.334 -0.067
F 3.273476 -5.481030 -1.072599 0.207 0.037 -0.241
F 5.620230 -4.187582 -1.720023 -0.339 0.018 0.074
F 4.591871 -5.028537 -3.436704 -0.479 0.132 0.088
O 5.341317 -1.667771 -2.594768 -0.940 -0.001 1.284
C 4.640804 -0.889566 -1.646516 -0.070 -0.268 -1.845
C 5.234323 -1.010377 -0.240223 0.426 -0.160 0.707
F 5.192662 -2.285591 0.207213 0.074 0.201 -0.265
F 4.530595 -0.265908 0.646116 -0.137 0.155 -0.357
F 3.329153 -1.194464 -1.688675 0.159 0.527 0.417
F 4.738779 0.392428 -2.070656 0.212 -0.098 0.502
H 5.132644 -2.890327 -4.165177 0.116 -0.104 0.253
H 3.605642 -2.346525 -3.563132 0.051 -0.138 0.315
H 2.354239 -4.235224 -2.314315 0.090 0.077 -0.128
H 6.275913 -0.681426 -0.224408 -0.056 0.084 -0.217
C -0.313680 5.293833 -2.766773 0.255 0.476 0.606
C 0.142768 4.084491 -3.608229 -0.255 -0.158 0.933
C -0.431072 4.004366 -5.021730 0.068 -0.305 -0.799
F -1.772633 3.881633 -5.024434 0.165 -0.017 0.090
F 0.051195 2.909427 -5.666071 0.237 0.044 0.228
F -0.105658 2.944583 -2.917497 -0.079 0.083 -0.305
F 1.504244 4.167465 -3.715190 -0.142 0.197 -0.356
O -1.373622 5.055528 -1.832954 -0.977 -0.469 -1.151
C -2.696329 5.163263 -2.320853 1.501 1.047 0.235
C -3.469923 3.846491 -2.207656 -0.346 -0.757 0.251
F -2.879952 2.862957 -2.925229 0.129 0.271 0.109
F -4.729662 3.978498 -2.693594 0.143 0.416 0.006
F -2.679700 5.656297 -3.575115 -0.505 -0.158 0.151
F -3.297357 6.106950 -1.557499 -0.232 -0.474 0.009
H 0.536293 5.563955 -2.138386 -0.210 -0.311 -0.049
H -0.496643 6.183544 -3.376679 -0.105 -0.299 -0.109
H -0.159379 4.883988 -5.611373 0.074 0.085 0.147
H -3.531733 3.514859 -1.168511 0.142 0.197 0.040
C 4.839392 8.885007 -3.325968 0.842 -0.066 -0.179
C 3.507680 9.203856 -4.036399 0.345 -0.836 -0.224
C 2.494240 10.003851 -3.219822 -0.720 0.549 -0.016
F 2.093662 9.346391 -2.113548 0.077 -0.037 -0.144
F 1.373331 10.232290 -3.951781 0.258 -0.079 -0.219
F 2.961651 8.049876 -4.493390 -0.138 0.203 0.224
F 3.817422 9.936344 -5.147570 -0.089 0.271 0.391
O 4.960156 7.579921 -2.748673 -1.255 0.240 0.886
C 4.465488 7.410916 -1.435070 1.399 1.018 -0.851
C 3.328644 6.387251 -1.366479 -0.439 -0.652 0.063
F 2.273488 6.769325 -2.123888 0.415 0.219 -0.019
F 2.870105 6.256000 -0.098307 0.348 0.227 -0.060
F 4.125247 8.607692 -0.918778 -0.183 -0.447 0.302
F 5.512696 6.971892 -0.698460 -0.459 -0.333 -0.033
H 5.608349 8.902258 -4.102941 -0.246 -0.150 -0.045
H 5.138955 9.670769 -2.626198 -0.344 -0.110 0.004
H 2.900692 10.974014 -2.921970 0.162 -0.045 -0.057
H 3.660444 5.407809 -1.718932 0.192 0.105 -0.021
```
Forces are in eV/Å.

Values from the calculation:
- calculated total energy (a.u.) = -5673.45464
- multiplicity = 1
- SMILES = FC(F)C(F)(F)COC(F)(F)C(F)F.FC(F)C(F)(F)COC(F)(F)C(F)F.FC(F)C(F)(F)COC(F)(F)C(F)F.FC(F)C(F)(F)COC(F)(F)C(F)F.C[C@H](O)COc1cc2nsnc2cc1S
- gap between HOMO and LUMO (eV) = 7.16

> calculated total energy of number 2 (C29H26F32N2O6S2)?

-5673.45464 a.u.

> Number 2 is which compound?

C29H26F32N2O6S2